Computed, not measured: a molecular structure, C14H26NO3PRuS at a distorted geometry, with ωB97M-V with the def2-TZVPD basis set.

As for the charge: +2. Its multiplicity is 5. The value obtained for the energy above the lowest of the compared OMol25 structures with the same formula, charge and spin is 200.5 kJ/mol. For the HOMO energy (alpha / beta), the calculation gives -14.449 / -15.065 eV. As for the expectation value of S²: 6.030. The electronic energy is -1663.07192 hartree. For the gap between HOMO and LUMO (alpha / beta), the calculation gives 0.294 / 0.167 Eh.

Each line ends with the Mulliken charge.
Positions of all 47 atoms, in Å:
C (1.06, 3.27, -1.65)  -0.999
C (-0.30, 3.02, -1.49)  -0.662
C (-0.74, 1.82, -0.92)  1.228
C (0.17, 0.84, -0.53)  0.147
C (1.55, 1.11, -0.65)  1.315
C (1.98, 2.31, -1.21)  -0.491
C (-2.21, 1.62, -0.73)  -1.192
C (-2.62, 0.18, -0.45)  -1.071
N (-2.21, -0.79, -1.60)  -0.183
Ru (-0.43, -1.06, -0.11)  -0.663
C (2.55, 0.10, -0.20)  -1.996
P (1.72, -1.51, 0.38)  1.316
H (-1.05, 3.75, -1.79)  0.554
H (3.05, 2.48, -1.30)  0.607
H (1.40, 4.20, -2.09)  0.455
H (3.13, 0.49, 0.65)  0.572
H (3.25, -0.16, -1.01)  0.839
H (-2.54, 2.23, 0.13)  0.581
H (-2.76, 2.01, -1.60)  0.635
H (-2.33, -0.21, 0.55)  0.422
C (2.44, -1.59, 2.06)  -1.324
C (2.63, -2.73, -0.62)  -1.172
H (-3.71, 0.12, -0.47)  0.588
C (-3.29, -1.82, -1.79)  -0.754
C (-0.90, -1.45, -2.02)  -1.242
H (0.61, -2.58, 0.84)  -0.025
H (-3.21, -2.58, -0.99)  0.347
H (-4.26, -1.32, -1.73)  0.390
H (-3.15, -2.28, -2.77)  0.372
H (-0.68, -2.49, -1.61)  0.589
H (-1.20, -1.83, -3.01)  0.505
H (-0.07, -0.79, -2.34)  0.347
H (3.19, -2.23, -1.41)  0.387
H (3.31, -3.33, 0.01)  0.408
H (1.87, -3.39, -1.06)  0.374
H (3.42, -2.09, 2.03)  0.430
H (2.53, -0.57, 2.46)  0.365
H (1.74, -2.15, 2.69)  0.422
H (-2.34, -0.13, -2.39)  0.347
C (-0.38, 1.20, 4.35)  -1.132
S (-0.02, 1.22, 2.60)  1.221
O (-0.88, 2.25, 2.03)  -0.679
O (1.42, 1.46, 2.46)  -0.655
O (-0.43, -0.19, 2.24)  -0.600
H (-0.10, 2.18, 4.75)  0.388
H (0.19, 0.40, 4.82)  0.340
H (-1.45, 1.02, 4.46)  0.350

***

Computed, not measured: a molecular structure, C14H26O22S5 at a distorted geometry, with ωB97M-V with the def2-TZVPD basis set.

For the HOMO energy, the calculation gives -10.107 eV. The electronic energy is -4194.94378 hartree. For the gap between HOMO and LUMO, the calculation gives 0.372 Eh.

Each line ends with the natural charge from an NBO analysis.
Positions of all 67 atoms, in Å:
O (2.33, 1.35, -4.41)  -0.571
C (1.42, 1.31, -3.64)  0.802
O (1.06, 0.25, -2.91)  -0.497
C (-0.32, 0.43, -2.33)  -0.066
C (-0.82, 1.81, -2.79)  -0.450
C (0.36, 2.46, -3.36)  -0.538
H (-0.16, 0.23, -1.27)  0.207
H (-0.90, -0.31, -2.89)  0.196
H (-1.22, 2.32, -1.92)  0.221
H (-1.71, 1.70, -3.42)  0.218
H (0.93, 3.22, -2.82)  0.240
H (0.02, 2.93, -4.28)  0.236
C (-6.51, 2.61, 1.48)  -0.090
C (-7.86, 3.40, 1.68)  -0.117
O (-8.94, 2.53, 1.63)  -0.639
S (-8.48, 1.17, 2.48)  2.393
O (-9.02, -0.10, 1.93)  -0.831
O (-8.69, 1.31, 3.98)  -0.851
O (-6.87, 1.40, 2.11)  -0.680
H (-5.54, 3.03, 1.75)  0.224
H (-6.38, 2.28, 0.45)  0.183
H (-8.00, 4.25, 1.02)  0.216
H (-7.87, 3.82, 2.69)  0.192
C (3.78, 0.88, 4.56)  -0.097
C (3.23, 1.37, 5.93)  -0.092
O (1.86, 1.39, 5.75)  -0.682
S (1.20, 0.37, 4.54)  2.460
O (0.17, 1.11, 3.81)  -0.845
O (0.87, -0.96, 5.00)  -0.848
O (2.71, 0.39, 3.84)  -0.680
H (4.52, 0.08, 4.56)  0.202
H (4.39, 1.64, 4.08)  0.193
H (3.54, 2.37, 6.24)  0.202
H (3.49, 0.76, 6.79)  0.187
C (2.99, -5.30, 1.08)  -0.103
C (2.26, -6.31, 1.91)  -0.097
O (2.94, -6.34, 3.16)  -0.675
S (4.34, -5.40, 3.19)  2.442
O (5.43, -6.27, 2.85)  -0.870
O (4.47, -4.60, 4.44)  -0.830
O (3.75, -4.51, 1.89)  -0.643
H (2.34, -4.72, 0.42)  0.209
H (3.57, -5.89, 0.36)  0.173
H (2.06, -7.30, 1.49)  0.207
H (1.30, -5.80, 1.92)  0.186
C (-6.94, -4.94, -1.88)  -0.112
C (-6.81, -3.51, -2.53)  -0.075
O (-5.61, -3.07, -1.77)  -0.717
S (-4.63, -4.24, -1.10)  2.452
O (-3.88, -3.93, 0.11)  -0.819
O (-3.84, -4.83, -2.20)  -0.881
O (-6.06, -5.03, -0.75)  -0.662
H (-6.66, -5.71, -2.60)  0.195
H (-7.98, -5.10, -1.61)  0.211
H (-7.72, -2.96, -2.33)  0.204
H (-6.63, -3.48, -3.61)  0.204
C (7.41, 5.15, -5.02)  -0.101
C (7.36, 6.11, -3.93)  -0.113
O (8.34, 5.82, -2.90)  -0.661
S (8.40, 4.22, -2.80)  2.473
O (7.39, 3.68, -1.92)  -0.872
O (9.77, 3.72, -2.75)  -0.857
O (7.85, 3.99, -4.40)  -0.671
H (7.89, 5.43, -5.95)  0.194
H (6.36, 5.00, -5.29)  0.195
H (6.36, 6.17, -3.50)  0.198
H (7.57, 7.14, -4.24)  0.215

***

Computed, not measured: a molecular structure, C14H27Br3NO at a distorted geometry, with ωB97M-V with the def2-TZVPD basis set.

As for the charge: +1. For the HOMO energy, the calculation gives -10.886 eV. The electronic energy is -8401.23473 hartree. For the gap between HOMO and LUMO, the calculation gives 0.263 Eh.

Each line ends with the natural charge from an NBO analysis.
Positions of all 46 atoms, in Å:
C (2.28, 2.09, 1.69)  -0.364
C (2.04, 0.80, 1.18)  -0.204
C (2.21, 0.35, -0.29)  -0.304
C (3.40, -0.72, -0.53)  -0.411
C (3.08, -1.10, -2.02)  -0.245
N (1.63, -0.75, -2.32)  -0.527
C (0.96, -0.07, -1.13)  0.278
O (-0.05, -0.80, -0.57)  -0.525
C (-0.99, 0.06, 0.13)  -0.073
C (-2.38, -0.60, 0.29)  -0.245
C (-2.37, -2.15, 0.12)  -0.605
C (-3.49, -0.02, -0.63)  -0.393
C (-3.56, 1.54, -0.70)  -0.218
C (-3.26, 2.26, 0.65)  -0.622
C (-4.96, 2.04, -1.20)  -0.605
H (1.54, 2.89, 1.51)  0.212
H (3.20, 2.31, 2.26)  0.227
H (1.65, 0.03, 1.88)  0.222
H (2.60, 1.27, -0.79)  0.214
H (4.29, -0.10, -0.33)  0.258
H (3.27, -1.50, 0.24)  0.247
H (3.29, -2.14, -2.32)  0.250
H (3.71, -0.38, -2.58)  0.228
H (1.76, 0.03, -2.96)  0.437
H (1.10, -1.46, -2.82)  0.456
H (0.63, 0.89, -1.59)  0.177
H (-1.00, 1.07, -0.32)  0.191
H (-0.57, 0.19, 1.15)  0.193
H (-2.69, -0.42, 1.34)  0.218
H (-1.97, -2.66, 1.02)  0.219
H (-1.87, -2.47, -0.81)  0.208
H (-3.42, -2.48, 0.04)  0.224
H (-3.35, -0.42, -1.65)  0.202
H (-4.47, -0.38, -0.26)  0.217
H (-2.82, 1.85, -1.47)  0.183
H (-3.67, 3.29, 0.61)  0.223
H (-2.17, 2.40, 0.79)  0.192
H (-3.71, 1.76, 1.53)  0.216
H (-5.18, 3.06, -0.86)  0.214
H (-5.79, 1.40, -0.85)  0.210
H (-4.96, 2.04, -2.31)  0.213
C (5.16, -2.71, 2.92)  -0.497
Br (6.90, -2.36, 2.15)  0.098
Br (5.28, -3.23, 4.77)  0.118
Br (3.96, -1.20, 2.67)  0.069
H (4.74, -3.54, 2.38)  0.222

***

Computed, not measured: a molecular structure, C14H27Cl2GdN2O2P2 at a distorted geometry, with ωB97M-V with the def2-TZVPD basis set.

As for the charge: +2. Its multiplicity is 8. The value obtained for the energy above the lowest of the compared OMol25 structures with the same formula, charge and spin is 93.8 kJ/mol. For the HOMO energy (alpha / beta), the calculation gives -14.917 / -15.301 eV. As for the expectation value of S²: 16.017. The electronic energy is -3177.96534 hartree. For the gap between HOMO and LUMO (alpha / beta), the calculation gives 0.209 / 0.319 Eh.

Each line ends with the Mulliken charge.
Positions of all 50 atoms, in Å:
C (-2.55, -1.06, -5.73)  -1.040
C (-1.69, -0.95, -4.50)  0.709
H (-3.30, -1.84, -5.58)  0.306
H (-1.94, -1.32, -6.61)  0.340
H (-3.07, -0.11, -5.91)  0.337
O (-1.81, -1.54, -3.45)  -0.480
Cl (-0.41, 0.23, -4.72)  -0.149
Gd (-0.39, -0.42, -0.11)  0.845
P (2.02, -1.77, -0.78)  0.704
C (2.33, -3.33, 0.13)  -1.128
C (1.79, -2.33, -2.52)  -1.066
H (2.62, -2.95, -2.87)  0.386
H (4.48, -1.57, -1.24)  0.409
H (1.65, -1.45, -3.15)  0.276
H (3.56, -0.03, -1.41)  0.339
H (1.40, -3.92, 0.13)  0.329
H (0.84, -2.88, -2.58)  0.381
C (3.67, -0.95, -0.83)  -1.114
H (3.16, -3.95, -0.25)  0.396
H (3.91, -0.66, 0.20)  0.346
H (2.53, -3.05, 1.18)  0.343
P (-1.91, 1.90, 0.60)  0.577
C (-3.02, 1.68, 2.04)  -1.119
C (-1.18, 3.56, 0.90)  -1.084
H (-2.47, 2.36, -1.70)  0.356
H (-3.74, 3.04, -0.62)  0.365
H (-3.64, 1.28, -0.97)  0.382
C (-3.07, 2.19, -0.80)  -1.115
H (-0.51, 3.78, 0.06)  0.340
H (-1.92, 4.36, 1.01)  0.415
H (-3.73, 2.51, 2.20)  0.388
H (-2.38, 1.55, 2.92)  0.315
H (-0.55, 3.49, 1.79)  0.335
H (-3.57, 0.74, 1.90)  0.344
Cl (0.75, 1.38, -1.37)  -0.353
N (2.05, 1.47, 6.31)  -0.293
C (1.77, 1.67, 4.99)  0.326
O (1.98, 2.76, 4.47)  -0.583
C (1.18, 0.51, 4.22)  0.381
C (0.87, -0.72, 4.82)  -0.167
C (0.29, -1.73, 4.05)  -1.109
C (0.01, -1.53, 2.71)  -0.337
N (0.30, -0.33, 2.13)  0.237
C (0.91, 0.66, 2.86)  -0.365
H (2.45, 2.23, 6.83)  0.256
H (1.88, 0.62, 6.83)  0.123
H (1.06, -0.89, 5.87)  0.354
H (0.07, -2.69, 4.51)  0.473
H (-0.44, -2.31, 2.09)  0.463
H (1.17, 1.57, 2.29)  0.628